The following is a quantum chemistry calculation of C4H7FO as an isolated structure, from the OMol25 dataset.

Element x y z (Å)
C 1.13987 -0.55998 0.24183
C 0.12422 0.56656 0.32768
C -0.93304 0.50548 -0.64627
C -2.08388 -0.18434 -0.13004
H 2.55509 0.77557 -0.37926
H 0.39684 -1.66733 -0.14110
H 1.69801 -0.97158 1.41335
H -0.09366 0.22506 1.40534
H -0.84597 0.81609 -1.82531
H -2.15182 -0.67759 1.09439
H -2.99585 -0.35894 -0.83197
O 2.42125 -0.31433 -0.62600
F 0.76893 1.84535 0.09737

Values from the calculation:
spin multiplicity = 1
charge = 0
relative energy (zero: lowest compared OMol25 entry of this formula, charge and spin) = 5.656 eV
max |F| = 0.119 hartree/bohr
HOMO energy = -9.79 eV